Entry 1:
Below is a 6-piece molecular cluster, C43H60Br10ClF3IO9P overall, with properties calculated with ωB97M-V/def2-TZVPD.

The calculation puts the HOMO energy at -9.5 eV. As for the spin multiplicity: 1. The charge is 0.

```
128
C43H60Br10ClF3IO9P | the OMol25 dataset | ωB97M-V/def2-TZVPD
I -8.152 -4.102 1.361
Br -8.294 0.636 -4.286
Br 1.583 1.612 -4.252
Br 3.720 7.048 2.349
Br 6.305 8.711 0.314
Br 1.116 -9.545 -0.224
Br -5.307 2.795 -4.341
Br 4.123 -0.374 -6.021
Br -0.805 4.422 4.285
Br -0.943 0.800 3.574
Br -1.427 -10.623 2.201
Cl -5.768 1.081 -1.121
P 1.700 -0.799 -1.355
F 3.764 -2.584 -0.485
F 4.082 -3.371 1.446
F 3.783 -1.260 1.274
O 6.109 4.421 -0.049
O 1.815 -1.514 -2.757
O -0.999 -1.698 -2.322
O -5.634 -4.934 0.123
O 2.922 -0.123 -0.917
O -2.764 -4.600 0.645
O 1.747 -2.472 4.676
O 1.438 -3.805 4.277
O 0.593 0.328 -1.604
C 3.886 4.499 -1.008
C 2.282 1.824 -6.052
C -0.879 4.113 0.736
C 3.378 -2.419 0.798
C -2.767 0.706 -2.047
C 7.138 3.601 0.463
C 0.459 5.230 -1.140
C -2.649 -1.407 -0.660
C 2.521 0.490 -6.707
C -2.328 -3.478 0.607
C -5.177 -3.150 1.665
C -1.278 -1.747 -1.158
C 6.354 8.164 2.180
C -0.252 -6.049 2.952
C -5.680 1.166 -5.334
C 1.708 5.654 -0.332
C -5.235 -1.093 0.288
C 5.655 6.850 2.395
C -1.812 3.019 5.174
C -7.119 1.093 -5.767
C 0.148 -11.226 -0.117
C 2.073 -4.015 3.019
C 1.860 -2.620 0.868
C -3.205 -2.325 0.238
C 1.270 -3.427 1.868
C -6.020 -4.164 0.907
C -1.022 1.746 5.281
C -0.803 -4.619 2.831
C 0.013 -6.741 1.601
C 2.687 4.498 -0.059
C -3.371 -0.292 -1.097
C -2.675 2.874 -0.662
C -4.506 -2.183 0.725
C -1.876 1.747 -1.328
C 1.051 -1.988 -0.112
C -0.804 5.281 -0.261
C -1.282 -11.011 0.299
C -4.685 -0.184 -0.613
C -0.112 -3.715 1.833
C -2.183 3.307 0.713
C 5.019 3.624 -0.481
C -0.316 -2.283 -0.125
C -0.883 -3.160 0.808
H -1.852 -4.717 2.614
H 1.102 -1.929 4.197
H -1.748 -10.183 -0.224
H -1.166 2.178 -2.027
H -0.718 6.214 0.291
H -1.504 1.055 5.969
H -0.692 -7.549 1.449
H -2.036 3.406 6.166
H -0.812 4.532 1.738
H 0.319 5.897 -1.988
H 1.525 2.383 -6.597
H 0.987 -7.222 1.647
H -0.037 3.429 0.647
H 3.186 2.419 -5.973
H 0.745 0.965 -0.891
H 2.168 3.551 -0.199
H -1.865 -11.916 0.143
H 4.643 3.000 0.334
H -7.254 0.300 -6.499
H 0.611 -6.109 3.603
H -2.985 3.790 1.269
H 7.409 8.076 2.428
H 3.053 -3.596 3.137
H 3.037 4.522 0.969
H -7.479 2.031 -6.174
H 5.355 2.921 -1.248
H -3.551 1.272 -2.538
H -3.690 2.531 -0.512
H 7.504 2.923 -0.308
H -1.313 1.229 -0.552
H -5.811 -2.631 2.371
H -2.744 3.728 -1.330
H 6.787 3.035 1.327
H 1.701 -0.202 -6.550
H -1.976 2.380 1.249
H -5.394 0.337 -4.693
H -2.209 0.195 -2.822
H -1.035 -6.611 3.454
H 0.003 1.916 5.594
H -2.735 2.893 4.618
H 5.882 6.457 3.384
H -1.699 5.361 -0.872
H 0.030 -6.064 0.753
H -6.247 -0.941 0.626
H 5.912 8.972 2.754
H 2.694 0.616 -7.774
H 2.237 6.458 -0.833
H 5.907 6.107 1.642
H 0.694 -11.860 0.573
H 3.569 4.089 -1.965
H 0.192 -11.654 -1.116
H -4.425 -3.719 2.203
H 0.608 4.216 -1.509
H -0.738 -4.156 3.811
H 1.380 6.044 0.629
H 1.817 -2.475 -2.668
H 4.244 5.510 -1.186
H -5.023 1.198 -6.200
H 7.951 4.245 0.786
H 2.191 -5.085 2.892
```



Entry 2:
Below is one molecule with the formula C5H10O, with properties calculated with ωB97M-V/def2-TZVPD.

The calculation puts the HOMO energy at -8.1 eV. As for the spin multiplicity: 1. The charge is 0. As for the energy above the lowest of the compared OMol25 structures with the same formula, charge and spin: 237.3 kJ/mol.

```
16
C5H10O | the OMol25 dataset | ωB97M-V/def2-TZVPD
O -0.358 -1.153 0.019
C 0.999 0.894 0.613
C -1.455 -1.579 -0.969
C 0.114 0.301 -1.659
C 0.661 0.852 2.098
C 0.203 0.030 -0.353
H 0.189 1.282 -2.079
H -1.446 -1.500 -2.085
H 2.062 0.630 0.476
H -0.368 1.179 2.276
H -1.473 -2.631 -0.745
H 0.771 -0.164 2.488
H 0.925 1.920 0.223
H 0.185 -0.555 -2.317
H 1.329 1.513 2.666
H -2.338 -1.020 -0.652
```



Entry 3:
Below is a 7-piece molecular cluster, C4H21NO7S2 overall, with properties calculated with ωB97M-V/def2-TZVPD.

The calculation puts the HOMO energy at -8.7 eV. As for the spin multiplicity: 1. The charge is 0. As for the energy above the lowest of the compared OMol25 structures with the same formula, charge and spin: 26.9 kJ/mol.

```
35
C4H21NO7S2 | the OMol25 dataset | ωB97M-V/def2-TZVPD
S 0.561 -4.761 0.022
S 0.561 -3.208 -1.180
O -2.293 1.530 -3.770
O 4.436 -0.406 1.856
O -2.786 0.372 2.048
O -4.033 0.209 -1.239
O 0.008 1.549 2.917
O 0.224 1.386 -3.297
O 0.829 -2.197 2.046
N 1.427 0.509 0.002
C 0.845 -0.827 0.110
C 0.467 1.559 -0.165
C 1.658 -1.932 -0.565
C 0.449 -1.165 1.551
H 0.049 0.698 -3.928
H 2.011 0.721 0.804
H 2.208 -1.644 -1.472
H 4.844 -0.792 1.093
H -4.063 1.124 -0.920
H 1.141 1.331 -2.998
H -2.863 1.377 -3.005
H -3.347 1.151 2.117
H 0.161 1.652 -1.220
H -0.705 -4.648 0.560
H -1.887 0.514 2.369
H 2.533 -2.228 0.029
H -0.274 1.705 3.808
H 3.564 -0.822 1.858
H -1.952 2.403 -3.623
H -3.485 -0.134 -0.511
H 0.115 2.413 2.511
H -0.077 -0.789 -0.480
H 0.509 2.522 0.341
H -0.269 -0.541 2.084
H -0.565 1.370 0.246
```



Entry 4:
Below is a 14-piece molecular cluster, C2H32O13S overall, with properties calculated with ωB97M-V/def2-TZVPD.

The calculation puts the HOMO energy (spin up / spin down) at -13.7 / -13.7 eV. As for the spin multiplicity: 2. As for the expectation value of S²: 0.753. The charge is +1.

```
48
C2H32O13S | the OMol25 dataset | ωB97M-V/def2-TZVPD
S -3.538 -0.839 -2.551
O -0.298 -3.083 3.070
O -0.673 -0.534 3.727
O 1.171 0.324 -4.077
O 1.357 -1.325 1.499
O -2.695 -2.762 1.825
O 0.764 1.522 0.889
O 3.763 -0.285 1.485
O 0.642 -2.106 -3.317
O -1.377 3.025 1.414
O 2.860 1.250 -1.968
O 1.224 3.490 -0.613
O 2.035 -1.517 -1.115
O -2.474 0.664 2.273
C -1.403 0.393 -1.034
C -2.294 0.472 -2.218
H -3.205 0.759 3.016
H -3.507 -2.563 1.399
H 3.830 0.642 1.555
H -0.491 0.991 -1.104
H 0.087 2.168 0.946
H 0.545 0.664 -4.613
H 0.495 3.603 -0.021
H -0.954 -3.664 2.706
H -1.909 0.541 -0.138
H 3.833 -0.289 0.512
H -1.608 0.473 -3.118
H -0.969 -0.527 -0.742
H 1.479 -2.394 -3.680
H 1.117 1.433 -0.002
H 1.022 -0.588 -3.746
H 2.264 -0.886 1.591
H -3.018 -2.025 -2.220
H -1.382 3.646 2.243
H 2.508 0.920 -2.868
H -1.730 0.292 2.801
H 0.244 -2.997 2.290
H 0.945 -1.811 -2.440
H 0.182 -0.834 3.147
H 2.608 2.192 -1.829
H -2.242 -1.935 2.001
H 1.597 -1.874 -0.382
H 1.941 4.060 -0.293
H -1.911 2.239 1.670
H 2.269 -0.563 -0.982
H -2.892 1.483 -2.135
H -1.136 -1.400 3.760
H 0.922 -0.448 1.387
```



Entry 5:
Below is one molecule with the formula C3H7NOS, with properties calculated with ωB97M-V/def2-TZVPD.

The calculation puts the HOMO energy at -8.9 eV. As for the spin multiplicity: 1. The charge is 0. As for the energy above the lowest of the compared OMol25 structures with the same formula, charge and spin: 448.1 kJ/mol.

```
13
C3H7NOS | the OMol25 dataset | ωB97M-V/def2-TZVPD
S 1.058 0.438 -2.885
O 2.170 1.154 -3.565
N 0.471 -0.305 -0.010
C -0.624 -0.986 -0.623
C 0.141 0.530 1.105
C 1.337 0.638 -1.261
H -0.025 -0.264 1.837
H 2.136 1.356 -0.852
H -1.429 -0.487 -1.194
H 0.925 1.242 1.160
H -1.312 -1.318 0.168
H -0.408 -1.880 -1.239
H -0.818 1.063 1.163
```



Entry 6:
Below is a 5-piece molecular cluster, C8H26O8 overall, with properties calculated with ωB97M-V/def2-TZVPD.

The calculation puts the HOMO energy at -9.9 eV. As for the spin multiplicity: 1. The charge is 0. As for the energy above the lowest of the compared OMol25 structures with the same formula, charge and spin: 308.9 kJ/mol.

```
42
C8H26O8 | the OMol25 dataset | ωB97M-V/def2-TZVPD
O 20.610 -0.500 7.888
O 21.881 2.388 4.116
O 22.909 -1.595 6.832
O 23.728 5.373 7.094
O 21.713 -1.490 -1.719
O 23.588 4.464 3.117
O 23.636 -0.476 -0.032
O 21.330 6.818 4.808
C 24.246 4.143 6.601
C 22.317 1.172 3.528
C 23.100 5.761 3.448
C 23.941 -1.531 -0.917
C 23.005 -0.438 7.665
C 23.059 -1.514 -2.136
C 21.833 5.626 4.245
C 21.702 0.334 7.542
H 23.848 0.181 7.350
H 23.109 5.762 6.470
H 22.407 3.122 3.776
H 23.491 3.579 6.048
H 22.667 1.292 2.499
H 23.138 -0.765 8.701
H 23.145 -2.378 7.333
H 24.523 3.608 7.509
H 21.018 5.101 3.728
H 22.030 4.877 5.036
H 21.687 1.238 8.147
H 22.687 -0.517 0.127
H 23.325 -0.676 -2.805
H 23.294 -2.369 -2.794
H 21.186 -1.250 -2.485
H 21.456 0.506 3.440
H 22.868 6.370 2.568
H 23.075 0.710 4.162
H 21.618 0.636 6.487
H 20.680 6.605 5.482
H 25.137 4.233 5.971
H 23.839 6.281 4.067
H 20.819 -1.354 7.490
H 24.993 -1.505 -1.188
H 23.756 -2.502 -0.428
H 24.303 4.655 2.503
```



Entry 7:
Below is C25H24IrN7S as an isolated structure, with properties calculated with ωB97M-V/def2-TZVPD.

The calculation puts the HOMO energy (spin up / spin down) at -12.6 / -14.2 eV. As for the spin multiplicity: 5. As for the expectation value of S²: 6.046. The charge is +2.

```
58
C25H24IrN7S | the OMol25 dataset | ωB97M-V/def2-TZVPD
Ir 0.065 -0.108 -0.086
S 3.181 -1.939 -2.767
N 1.876 -0.759 -0.869
N -5.293 1.490 2.157
N -1.648 0.599 0.760
N -0.761 -1.937 0.864
N -3.673 -0.085 1.743
N -1.443 2.831 0.141
N -3.362 2.179 1.158
C 1.767 -1.168 -2.145
C 6.508 0.087 2.648
C 3.514 -0.781 0.975
C -2.250 -4.045 1.839
C 5.623 -1.810 0.441
C 3.092 -1.063 -0.329
C 5.762 -2.186 3.428
C 5.232 -2.094 -0.848
C 0.280 -1.415 -4.143
C -1.992 -0.615 -3.925
C 4.777 -1.154 1.380
C 4.252 -0.222 3.671
C -1.994 -1.718 1.358
C -2.482 -0.347 1.304
C -2.176 1.866 0.695
C -4.099 1.192 1.683
C -0.973 -4.256 1.327
C 3.954 -1.718 -1.238
C -0.516 -0.381 -2.044
C -2.761 -2.764 1.864
C -1.762 -0.177 -2.634
C 0.526 -0.995 -2.826
C -0.262 -3.172 0.856
C 5.303 -0.870 2.772
C -0.973 -1.239 -4.674
H 5.900 -2.594 -1.536
H -2.831 -4.877 2.214
H 3.383 -0.871 3.801
H -1.181 -1.578 -5.680
H 6.568 -2.669 2.877
H 0.742 -3.285 0.465
H 4.929 -2.888 3.500
H 7.323 -0.353 2.073
H 3.924 0.744 3.281
H -0.540 -5.245 1.299
H -2.563 0.316 -2.097
H -1.821 3.764 0.107
H 6.621 -2.093 0.742
H -5.615 2.444 2.126
H -3.740 -2.539 2.260
H 6.127 -1.980 4.433
H -2.971 -0.478 -4.366
H 2.839 -0.266 1.647
H -0.522 2.659 -0.219
H -5.874 0.774 2.559
H 1.071 -1.868 -4.729
H 6.885 0.321 3.643
H 6.209 1.018 2.162
H 4.684 -0.047 4.655
```



Entry 8:
Below is a 13-piece molecular cluster, C34H66O20 overall, with properties calculated with ωB97M-V/def2-TZVPD.

The calculation puts the HOMO energy at -9.9 eV. As for the spin multiplicity: 1. The charge is 0.

```
120
C34H66O20 | the OMol25 dataset | ωB97M-V/def2-TZVPD
O 2.045 4.564 -2.169
O 5.883 2.717 4.485
O -1.910 5.296 0.038
O 0.371 3.456 2.237
O -1.808 -0.652 -4.311
O -3.392 -0.221 -2.848
O 0.402 -1.674 5.099
O 0.784 -0.188 -0.192
O 3.803 0.574 -3.950
O 1.444 -3.374 -3.662
O 3.410 0.012 -1.845
O 0.462 -3.955 3.549
O -3.359 2.725 3.542
O 1.566 6.483 -1.087
O -3.660 -2.797 3.026
O -4.438 -1.270 1.615
O 5.060 0.728 3.959
O 0.307 -1.543 -1.920
O -3.275 3.663 -0.577
O -2.247 -4.289 -1.028
C 0.013 4.837 2.363
C -2.870 -1.011 -3.613
C -1.328 -1.732 -5.135
C -3.297 -2.406 -3.982
C -1.340 0.057 0.727
C -3.265 2.531 -1.457
C 3.801 2.559 3.157
C -2.052 -2.979 -4.723
C -5.076 -2.671 -0.193
C 4.004 0.171 3.182
C 2.811 4.758 0.061
C 2.042 5.386 -1.081
C -5.054 -3.458 1.113
C -0.028 -0.986 -0.904
C 2.855 3.405 -1.964
C 0.157 0.282 1.009
C -0.496 -0.694 4.576
C -1.335 -1.164 -0.214
C -4.341 -2.525 2.077
C 2.962 1.294 3.167
C 5.314 -1.282 -1.308
C -1.076 3.442 -1.302
C 5.359 -0.890 -2.788
C -0.921 -4.801 -1.059
C 3.931 -0.858 -0.820
C -4.954 -1.213 0.270
C 2.472 -3.782 -2.792
C 4.123 -0.037 -2.961
C -1.962 2.686 -2.248
C -2.060 4.223 -0.490
C 5.044 2.069 3.928
C 2.892 3.309 -0.434
C 0.557 -3.498 2.217
C -3.829 2.060 2.359
H -0.559 -4.917 -0.034
H 3.191 -1.655 -0.781
H 3.273 3.425 3.545
H -5.978 -2.883 -0.769
H -1.604 -1.501 -6.166
H 3.675 2.717 0.038
H -1.065 4.965 2.492
H -0.268 -4.110 -1.593
H 3.445 -3.283 -2.866
H -2.856 -5.027 -0.938
H 3.767 5.282 0.086
H -4.284 -0.554 -0.280
H 2.228 4.811 0.974
H -0.434 2.869 -0.628
H -3.346 2.109 4.277
H -3.868 0.980 2.503
H -5.920 -0.705 0.279
H -0.442 -3.443 1.768
H 3.597 -0.761 3.567
H 1.962 2.815 -0.137
H 0.360 1.351 1.032
H -1.972 -0.101 1.601
H 1.159 -4.191 1.628
H 0.920 -2.715 -3.182
H 0.264 5.368 1.450
H 2.167 -3.587 -1.756
H 0.095 0.141 4.185
H 4.346 -0.003 2.161
H -2.079 -1.194 -1.008
H -2.196 3.196 -3.183
H 3.875 3.430 -2.346
H 0.999 -2.495 2.218
H -0.247 -1.791 -5.047
H -4.166 -2.383 -4.643
H -0.813 -5.767 -1.556
H -1.474 1.746 -2.506
H -1.084 -0.277 5.399
H -4.293 -3.015 -0.870
H 5.502 -2.336 -1.108
H -1.325 -2.108 0.331
H 2.291 2.550 -2.327
H -3.622 -2.977 -3.114
H 0.530 -0.238 1.890
H -1.164 -1.157 3.854
H 0.428 5.304 3.262
H -4.144 2.613 -2.087
H -3.082 2.291 1.602
H -2.367 -3.618 -5.543
H -6.048 -3.759 1.447
H 0.181 3.078 3.102
H 0.435 -3.180 4.134
H 6.175 -0.249 -3.115
H 2.429 1.279 2.213
H 4.096 2.839 2.144
H -1.722 0.988 0.312
H 6.082 -0.722 -0.772
H 5.284 -1.766 -3.431
H -4.494 -4.393 1.124
H 0.680 -1.390 5.973
H -4.808 2.459 2.097
H 2.662 -4.853 -2.868
H 3.988 -0.276 0.096
H -3.176 1.542 -1.003
H -0.433 4.160 -1.810
H -1.488 -3.563 -3.994
H 2.236 1.294 3.978
```



Entry 9:
Below is one molecule with the formula C5H9N3O, with properties calculated with ωB97M-V/def2-TZVPD.

The calculation puts the HOMO energy at -9.5 eV. As for the spin multiplicity: 1. The charge is 0. As for the energy above the lowest of the compared OMol25 structures with the same formula, charge and spin: 641.5 kJ/mol.

```
18
C5H9N3O | the OMol25 dataset | ωB97M-V/def2-TZVPD
O -2.565 0.812 -0.182
N 1.767 0.872 -0.066
N 1.921 -0.444 0.512
N 0.025 2.412 -0.077
C -2.593 -0.596 0.263
C -0.124 -1.486 -0.010
C -1.352 -1.251 -0.156
C 1.340 -1.495 -0.341
C 0.545 1.366 0.388
H 2.914 -0.598 0.866
H 1.928 1.100 -1.039
H 1.644 -1.206 -1.402
H -1.671 1.177 0.068
H 1.837 -2.619 -0.263
H -3.563 -0.834 -0.302
H 0.564 2.928 -0.917
H -2.748 -0.593 1.454
H 0.131 0.454 1.205
```



Entry 10:
Below is an isolated ion of composition C5H8NO2S2 and charge -1, with properties calculated with ωB97M-V/def2-TZVPD.

The calculation puts the HOMO energy (spin up / spin down) at -2.8 / -4.6 eV. As for the spin multiplicity: 3. As for the expectation value of S²: 2.011. The charge is -1. As for the energy above the lowest of the compared OMol25 structures with the same formula, charge and spin: 2.7 kJ/mol.

```
18
C5H8NO2S2 | the OMol25 dataset | ωB97M-V/def2-TZVPD
S -1.198 1.644 0.209
S 2.027 0.427 0.657
O -3.076 -1.617 -0.403
O -3.312 0.464 0.419
N 3.419 0.158 -0.186
C -0.440 -0.924 0.842
C -2.719 -0.488 -0.067
C -1.193 -0.115 -0.223
C -0.062 2.159 -0.913
C 1.110 -1.017 0.387
H 1.562 -1.852 0.959
H 0.008 3.215 -0.851
H 1.388 -1.414 -0.686
H -0.523 -0.740 2.032
H -0.655 -2.008 0.766
H 0.428 1.345 -1.548
H 3.919 1.041 -0.192
H -0.683 -0.280 -1.200
```